(1)
This record from the Open Molecules 2025 dataset describes a 2-piece molecular cluster, C5H11NO overall. The level of theory is ωB97M-V with the def2-TZVPD basis set.

```
18
Properties=species:S:1:pos:R:3
C -1.958 -1.004 -0.494
C -1.434 -0.097 0.607
N 0.020 -0.048 0.534
C 0.691 1.125 1.010
C 0.549 0.869 -0.461
C 1.600 0.381 -1.413
O 2.445 -0.448 -1.194
H -3.047 -1.101 -0.445
H -1.508 -1.997 -0.407
H -1.695 -0.601 -1.480
H -1.876 0.913 0.519
H -1.709 -0.487 1.594
H 0.079 1.946 1.393
H 1.634 0.966 1.527
H -0.176 1.522 -0.952
H 1.526 0.844 -2.420
H 2.809 -1.227 1.206
H 2.162 -1.436 0.906
```

Summary:
- Spin multiplicity: 1
- SMILES: CCN1C[C@H]1C=O.[H][H]
- Energy relative to the best compared isomer or geometry (same formula, charge and spin): 76.6 kcal per mole
- Highest occupied orbital energy: -9.5 eV
- Maximum force: 0.6 eV Å⁻¹

***

(2)
This record from the Open Molecules 2025 dataset describes a 2-piece molecular cluster, C5H11NO overall in a non-equilibrium geometry. The level of theory is ωB97M-V with the def2-TZVPD basis set.

```
18
Properties=species:S:1:pos:R:3
C 2.625 0.857 1.984
C 2.351 0.122 0.901
C 1.286 -0.929 0.775
C 0.048 -0.410 0.062
C -1.161 -0.940 0.187
N -2.314 -0.760 -0.589
H 3.486 1.505 2.047
H 1.880 0.882 2.775
H 3.141 0.204 0.154
H 1.006 -1.313 1.765
H 1.745 -1.803 0.306
H 0.266 0.522 -0.454
H -1.366 -1.639 1.002
H -2.916 -1.574 -0.522
H -2.172 -0.637 -1.582
O -1.876 1.652 -2.365
H -1.755 1.566 -3.337
H -2.725 2.101 -2.326
```

Summary:
- Spin multiplicity: 1
- SMILES: C=CC/C=C/N.O
- Energy relative to the best compared isomer or geometry (same formula, charge and spin): 58.3 kcal per mole
- Highest occupied orbital energy: -7.8 eV
- Maximum force: 1.9 eV Å⁻¹

***

How do the records compare in Kohn-Sham gap? In the order shown, they have 10.40, 8.52 eV.